C35H48BN6NaO2P2S | ωB97M-V/def2-TZVPD

Net charge: -2
Relative energy (zero: lowest compared OMol25 entry of this formula, charge and spin) in kJ/mol: 0.00
Orbital gap in Ha: 0.193
E in eV: -84619.8934

CARTESIAN COORDINATES (ANGSTROEM)
Na -0.084 -0.308 0.699
C 3.340 -1.661 -1.812
C 3.940 -1.210 -0.477
C 4.152 -2.429 0.425
P 2.800 0.033 0.319
C 3.884 0.765 1.657
C 3.506 2.224 1.921
C 3.740 -0.016 2.967
C 2.807 1.389 -0.913
C 3.864 1.602 -1.793
C 3.904 2.675 -2.672
C 2.840 3.571 -2.660
C 1.779 3.392 -1.800
C 1.707 2.297 -0.893
N 0.627 2.097 -0.088
C -0.024 3.178 0.433
C 0.662 4.349 0.847
C 0.010 5.418 1.422
C -1.366 5.388 1.620
C -2.064 4.256 1.227
C -1.434 3.161 0.642
P -2.306 1.661 0.090
C -3.959 1.827 0.936
C -3.782 1.630 2.445
C -4.945 0.791 0.396
C -2.809 2.108 -1.672
C -1.822 3.050 -2.355
C -2.936 0.820 -2.489
H 4.001 -2.392 -2.289
H 3.196 -0.826 -2.498
H 2.374 -2.138 -1.641
H 4.919 -0.751 -0.654
H 3.196 -2.841 0.759
H 4.761 -2.192 1.296
H 4.666 -3.217 -0.135
H 4.923 0.725 1.300
H 2.445 2.302 2.171
H 3.707 2.859 1.059
H 4.076 2.604 2.775
H 2.744 0.145 3.382
H 4.470 0.348 3.698
H 3.885 -1.089 2.853
H 4.699 0.912 -1.796
H 4.741 2.807 -3.347
H 2.838 4.421 -3.336
H 0.963 4.104 -1.804
H 1.736 4.385 0.715
H 0.585 6.284 1.736
H -1.882 6.220 2.087
H -3.135 4.234 1.386
H -4.377 2.823 0.746
H -3.472 0.607 2.662
H -4.725 1.815 2.969
H -3.021 2.288 2.862
H -4.524 -0.213 0.490
H -5.196 0.966 -0.652
H -5.875 0.821 0.972
H -3.786 2.606 -1.620
H -0.819 2.617 -2.359
H -1.768 4.012 -1.846
H -2.123 3.221 -3.394
H -1.954 0.353 -2.593
H -3.321 1.031 -3.493
H -3.593 0.089 -2.016
N 2.129 -5.581 5.420
C 1.548 -4.317 5.171
C 1.757 -3.688 3.947
C 1.189 -2.453 3.698
C 0.406 -1.835 4.663
C 0.204 -2.447 5.887
C 0.783 -3.681 6.147
S -0.385 -0.285 4.274
O -1.375 -0.032 5.297
O 0.662 0.706 4.147
N -0.961 -0.526 2.805
C -1.870 -1.500 2.582
N -2.153 -1.684 1.264
C -2.976 -2.657 0.942
C -3.581 -3.478 1.887
C -3.245 -3.207 3.202
N -2.415 -2.245 3.570
H 2.338 -6.064 4.558
H 1.548 -6.161 6.007
H 2.316 -4.187 3.163
H 1.326 -1.990 2.728
H -0.439 -1.964 6.612
H 0.620 -4.169 7.103
H -3.154 -2.796 -0.121
H -4.244 -4.285 1.612
H -3.662 -3.801 4.013
B 1.241 -5.342 0.613
C 0.802 -3.857 0.264
N 0.482 -2.773 0.011
H 2.410 -5.323 0.974
H 0.524 -5.761 1.503
H 1.131 -6.021 -0.395

ClCuPd | ωB97M-V/def2-TZVPD

Net charge: +1
Spin multiplicity: 4
Orbital gap (alpha / beta) in Ha: 0.273 / 0.238
E in eV: -60629.7859

CARTESIAN COORDINATES (ANGSTROEM)
Cu 0.622 2.431 0.407
Pd -0.552 -2.480 -0.048
Cl -0.069 0.049 -0.359

C2H8N2O2S | ωB97M-V/def2-TZVPD

Net charge: 0
Relative energy (zero: lowest compared OMol25 entry of this formula, charge and spin) in kJ/mol: 41.16
SMILES: CS(=O)(=O)C(N)N
Orbital gap in Ha: 0.393
E in eV: -20112.6748

CARTESIAN COORDINATES (ANGSTROEM)
C -1.011 -1.831 0.152
S -0.179 -0.494 -0.766
O 0.848 -1.297 -1.404
O -0.972 0.343 -1.568
C 0.589 0.613 0.464
N -0.551 1.236 1.105
N 1.672 1.313 -0.336
H -1.855 -1.464 0.739
H -1.336 -2.623 -0.664
H -0.271 -2.293 0.697
H 1.285 0.153 1.232
H -1.065 1.576 0.313
H -0.231 1.853 1.851
H 1.209 2.146 -0.637
H 1.868 0.771 -1.177

C25H14Co2N2O6 | ωB97M-V/def2-TZVPD

Net charge: -2
Relative energy (zero: lowest compared OMol25 entry of this formula, charge and spin) in kJ/mol: 315.33
Orbital gap in Ha: 0.185
E in eV: -116665.5379

CARTESIAN COORDINATES (ANGSTROEM)
C -1.340 2.579 -1.067
C -1.197 1.216 -0.372
C -1.858 0.238 -1.400
N -2.712 -0.226 -2.091
C -2.109 1.178 0.848
C -2.277 2.352 1.616
C -3.148 2.360 2.698
C -3.873 1.210 3.030
C -4.808 1.237 4.123
N -5.576 1.269 5.005
C -3.685 0.040 2.295
C -2.818 0.026 1.197
H -0.841 3.400 -0.546
H -0.977 2.531 -2.104
H -2.420 2.791 -1.129
H -1.701 3.251 1.382
H -3.269 3.270 3.289
H -4.226 -0.870 2.566
H -2.757 -0.880 0.583
O 1.965 1.947 -2.139
C 1.201 1.639 -1.280
Co -0.055 -0.027 -1.147
C 1.080 2.214 0.148
O 1.368 3.358 0.443
C 0.335 -0.256 -2.820
O 0.605 -0.357 -3.941
C 1.380 -1.011 -0.281
C 2.588 -1.400 -0.969
C 2.479 -2.313 -2.039
C 3.595 -2.629 -2.808
C 4.835 -2.060 -2.499
C 4.959 -1.201 -1.398
C 3.845 -0.873 -0.626
C 0.647 -0.174 0.553
C 0.660 1.145 1.126
Co 0.051 -1.846 0.600
C -0.876 -2.411 -0.839
O -1.410 -3.115 -1.590
C -0.591 -1.586 2.192
O -0.983 -1.472 3.278
C 0.770 -3.362 1.031
O 1.275 -4.359 1.332
H 1.503 -2.759 -2.256
H 3.479 -3.314 -3.649
H 5.706 -2.295 -3.113
H 5.929 -0.777 -1.136
H 3.916 -0.203 0.234
H -0.160 1.397 1.800
H 1.495 1.129 1.872

C23H38ClFN3O3S2 | ωB97M-V/def2-TZVPD

Net charge: +1
SMILES: CCN(CC)C(=S)SCCCc1n[n+](CCO)c(Cl)c(C[C@@H](C)F)c1CCCCOC(C)=O
Orbital gap in Ha: 0.212
E in eV: -71976.2959

CARTESIAN COORDINATES (ANGSTROEM)
C 1.243 -2.294 -4.233
C -0.012 -1.480 -4.881
N -0.562 -0.620 -3.783
C -2.026 -0.818 -3.567
C -2.403 -2.345 -3.124
C -0.206 0.779 -4.029
S 1.399 1.294 -4.237
S -1.499 2.098 -4.079
C -0.969 3.563 -3.075
C -0.264 3.159 -1.665
C -1.026 1.934 -0.975
C -0.722 1.807 0.616
N 0.142 2.788 1.109
N 0.397 2.762 2.413
C 1.332 3.827 2.960
C 2.231 4.364 1.717
O 1.589 5.427 0.979
C -0.196 1.775 3.231
Cl 0.209 1.908 5.026
C -1.122 0.607 2.857
C -1.743 -0.468 3.861
C -0.607 -1.290 4.669
C -1.165 -2.727 5.154
F 0.633 -1.385 3.953
C -1.440 0.618 1.306
C -2.373 -0.464 0.613
C -1.592 -1.887 0.650
C -0.197 -1.878 -0.145
C 1.095 -1.872 0.845
O 2.251 -1.636 -0.002
C 3.311 -2.545 0.288
C 4.797 -2.037 0.673
O 3.179 -3.798 0.232
H 0.785 -3.062 -3.506
H 1.814 -1.537 -3.577
H 1.915 -2.763 -5.023
H 0.319 -0.832 -5.775
H -0.749 -2.242 -5.303
H -2.597 -0.591 -4.528
H -2.424 -0.160 -2.707
H -2.952 -2.336 -2.111
H -3.190 -2.713 -3.882
H -1.486 -3.029 -3.125
H -0.327 4.314 -3.670
H -1.931 4.135 -2.793
H 0.809 2.823 -1.863
H -0.286 4.130 -1.042
H -2.160 2.120 -1.076
H -0.771 0.908 -1.405
H 2.080 3.408 3.710
H 0.729 4.717 3.378
H 2.632 3.508 1.067
H 3.166 4.830 2.216
H 2.002 5.388 0.081
H -2.366 -1.244 3.297
H -2.462 0.057 4.597
H -0.429 -0.690 5.639
H -1.137 -3.501 4.318
H -0.433 -3.080 5.969
H -2.215 -2.544 5.571
H -2.509 -0.232 -0.510
H -3.413 -0.561 1.064
H -1.352 -2.196 1.736
H -2.221 -2.746 0.217
H -0.131 -2.878 -0.707
H -0.074 -1.017 -0.886
H 0.965 -0.954 1.521
H 1.140 -2.833 1.454
H 4.832 -0.923 0.911
H 5.203 -2.626 1.573
H 5.540 -2.212 -0.188

C33H45FeN5P | ωB97M-V/def2-TZVPD

Net charge: +2
Spin multiplicity: 6
Relative energy (zero: lowest compared OMol25 entry of this formula, charge and spin) in kJ/mol: 44.44
Orbital gap (alpha / beta) in Ha: 0.205 / 0.244
E in eV: -86061.4426

CARTESIAN COORDINATES (ANGSTROEM)
Fe 0.556 -0.402 1.269
C -0.652 -1.579 3.657
C 0.391 -0.513 4.053
N 1.589 -0.548 3.172
C 2.465 -1.727 3.356
C 3.045 -2.147 2.017
N 1.982 -2.363 1.022
C 1.224 -3.613 1.195
C 0.104 -3.476 2.227
N -0.451 -2.103 2.275
H -1.632 -1.108 3.706
H -0.652 -2.409 4.362
H 0.664 -0.628 5.104
H -0.041 0.482 3.937
H 2.132 0.282 3.375
H 1.887 -2.527 3.807
H 3.268 -1.493 4.056
H 3.662 -3.041 2.149
H 3.691 -1.349 1.641
H 2.412 -2.380 0.104
H 1.880 -4.434 1.503
H 0.814 -3.886 0.223
H 0.463 -3.744 3.217
H -0.691 -4.186 1.997
H -1.351 -2.096 1.810
C 1.157 -0.245 -4.204
C 2.366 -0.851 -3.543
C 3.292 -1.520 -4.338
C 4.479 -2.026 -3.828
C 4.788 -1.864 -2.487
C 3.879 -1.215 -1.671
C 2.669 -0.721 -2.176
P 1.655 0.118 -0.948
C -0.088 -0.334 -1.246
C -0.255 -1.695 -1.272
C -1.487 -2.312 -1.589
C -2.526 -1.509 -2.086
C -2.414 -0.154 -2.069
C -1.312 0.575 -1.342
C -1.023 1.924 -2.027
C 1.942 1.869 -0.960
C 2.527 2.588 -2.000
C 2.664 3.959 -1.876
C 2.216 4.597 -0.722
C 1.651 3.875 0.318
C 1.542 2.489 0.215
C 0.988 1.717 1.374
H 1.123 -0.532 -5.253
H 1.205 0.846 -4.169
H 0.217 -0.551 -3.746
H 3.081 -1.634 -5.394
H 5.169 -2.536 -4.487
H 5.721 -2.233 -2.085
H 4.124 -1.065 -0.623
H 0.610 -2.340 -1.162
H -1.565 -3.390 -1.592
H -3.394 -1.971 -2.540
H -3.180 0.451 -2.535
H -1.931 2.321 -2.472
H -0.306 1.786 -2.835
H -0.622 2.671 -1.346
H 2.868 2.079 -2.893
H 3.115 4.535 -2.672
H 2.324 5.669 -0.626
H 1.325 4.386 1.216
H 0.038 2.122 1.708
H 1.684 1.712 2.210
N -1.191 0.252 1.143
C -1.857 0.721 0.149
N -3.123 1.197 0.398
C -3.983 0.415 1.302
C -4.971 1.284 2.062
C -5.740 2.195 1.116
C -4.757 3.024 0.305
C -3.820 2.128 -0.495
H -3.332 -0.109 1.998
H -4.521 -0.336 0.706
H -4.430 1.887 2.796
H -5.652 0.633 2.613
H -6.424 2.837 1.670
H -6.353 1.588 0.441
H -4.161 3.649 0.976
H -5.276 3.690 -0.386
H -3.081 2.746 -0.994
H -4.403 1.597 -1.258

C22H38CoP2 | ωB97M-V/def2-TZVPD

Net charge: 0
Spin multiplicity: 4
Orbital gap (alpha / beta) in Ha: 0.118 / 0.189
E in eV: -79624.3333

CARTESIAN COORDINATES (ANGSTROEM)
P 0.589 -2.474 1.045
P -0.098 1.857 1.273
C 0.227 -0.946 0.032
C 0.759 0.473 0.319
H -0.879 -0.947 -0.038
H 0.596 -1.188 -1.005
H 1.820 0.497 0.623
H 0.743 0.994 -0.674
C -1.576 2.357 0.367
H -2.108 3.164 0.909
H -2.255 1.545 0.071
H -1.186 2.776 -0.579
C 0.996 3.172 0.634
H 0.543 3.519 -0.297
H 1.991 2.790 0.386
H 1.052 4.020 1.318
C -0.631 -3.649 0.409
H -0.844 -4.411 1.169
H -0.239 -4.133 -0.499
H -1.557 -3.117 0.156
C 2.206 -3.138 0.623
H 2.952 -2.337 0.592
H 2.164 -3.628 -0.359
H 2.500 -3.880 1.376
Co -0.117 0.097 -2.851
C 0.407 1.529 -3.811
C -1.022 1.500 -3.574
C -1.987 0.870 -4.526
C -1.618 -0.629 -4.881
C -0.743 -1.301 -3.857
C 0.702 -1.247 -3.698
C 1.580 -0.568 -4.717
C 1.169 0.871 -4.969
C 0.398 -2.012 2.744
H 1.018 2.321 -3.334
H -1.485 2.214 -2.890
H -2.109 1.479 -5.436
H -2.990 0.841 -4.073
H -2.568 -1.200 -4.864
H -1.158 -0.703 -5.880
H -1.301 -2.067 -3.278
H 1.163 -2.071 -3.153
H 1.639 -1.142 -5.645
H 2.589 -0.562 -4.300
H 2.074 1.503 -5.081
H 0.587 1.005 -5.894
H 1.245 -1.391 3.068
H 0.363 -2.930 3.349
H -0.529 -1.439 2.892
C 0.216 2.010 3.031
C -0.260 1.019 4.097
C 0.752 0.833 5.052
C 0.462 0.404 6.335
C -0.837 -0.008 6.641
C -1.847 0.095 5.681
C -1.564 0.549 4.378
H 1.313 2.032 3.077
H -0.050 3.037 3.349
H 1.757 1.196 4.818
H 1.282 0.436 7.056
H -1.032 -0.362 7.646
H -2.865 -0.154 5.978
H -2.397 0.627 3.671

C5H13N4O3Si | ωB97M-V/def2-TZVPD

Net charge: +1
Relative energy (zero: lowest compared OMol25 entry of this formula, charge and spin) in kJ/mol: 0.00
Orbital gap in Ha: 0.235
E in eV: -25362.2002

CARTESIAN COORDINATES (ANGSTROEM)
C -3.216 -0.162 0.196
C -2.041 -1.091 -0.357
C 0.155 2.512 0.210
C 2.664 -1.502 1.813
C 1.763 0.552 -1.851
N -2.955 0.177 1.353
N -1.062 -1.081 0.741
N -1.715 -0.640 -1.630
N 0.119 -0.520 0.439
O -1.012 0.521 -1.702
O -2.311 -1.069 -2.612
O -1.804 -0.106 1.827
Si 0.319 0.865 -0.660
H -4.151 0.033 -0.316
H -2.577 -2.087 -0.445
H 0.169 2.291 1.265
H 0.931 3.049 -0.223
H -0.707 3.180 -0.040
H 1.904 -2.281 1.736
H 3.672 -1.807 1.622
H 2.573 -0.849 2.687
H 1.994 1.442 -2.471
H 2.660 0.357 -1.224
H 1.485 -0.339 -2.501
H 0.867 -0.578 1.214
H 2.274 -0.866 0.929

C3H8N2O | ωB97M-V/def2-TZVPD

Net charge: 0
Relative energy (zero: lowest compared OMol25 entry of this formula, charge and spin) in kJ/mol: 131.32
SMILES: CN(C)C(N)=O
Orbital gap in Ha: 0.368
E in eV: -8267.9649

CARTESIAN COORDINATES (ANGSTROEM)
C -1.069 1.286 0.785
N -0.130 0.301 0.185
C 1.315 0.015 0.568
C -0.654 -0.531 -0.761
N 0.386 -1.405 -1.194
O -1.797 -0.537 -1.189
H -2.035 1.204 0.266
H -1.286 1.116 1.849
H -0.742 2.326 0.671
H 1.969 -0.416 -0.212
H 1.799 0.936 0.869
H 1.362 -0.750 1.354
H 0.711 -1.170 -2.116
H 0.172 -2.376 -1.075

C4H7NO2 | ωB97M-V/def2-TZVPD

Net charge: 0
Relative energy (zero: lowest compared OMol25 entry of this formula, charge and spin) in kJ/mol: 450.02
SMILES: C=NO[C@@H]1C[C@@H]1O
Orbital gap in Ha: 0.369
E in eV: -9842.6155

CARTESIAN COORDINATES (ANGSTROEM)
C 2.805 -0.400 0.114
N 1.822 0.416 0.005
O 0.662 -0.320 -0.159
C -0.354 0.558 -0.508
C -1.151 1.108 0.586
C -1.764 0.038 -0.298
O -1.784 -1.227 0.143
H 3.850 -0.053 0.318
H 2.592 -1.468 0.163
H -0.046 1.185 -1.347
H -0.771 0.837 1.540
H -1.509 2.140 0.506
H -2.428 0.411 -1.122
H -2.682 -1.407 0.660

C4H4N2S | ωB97M-V/def2-TZVPD

Net charge: 0
Relative energy (zero: lowest compared OMol25 entry of this formula, charge and spin) in kJ/mol: 513.22
Orbital gap in Ha: 0.292
E in eV: -18022.9216

CARTESIAN COORDINATES (ANGSTROEM)
C -2.101 0.029 0.095
C 2.854 -0.399 0.507
C -2.242 -1.199 -0.338
C 3.344 0.805 0.152
N 0.967 -1.760 0.768
N 1.753 -0.969 0.568
S -1.771 1.452 0.588
H -3.142 -1.593 -0.773
H -1.407 -1.914 0.002
H 4.390 1.100 0.158
H 2.582 1.582 -0.210

C2H7N3O2 | ωB97M-V/def2-TZVPD

Net charge: 0
Relative energy (zero: lowest compared OMol25 entry of this formula, charge and spin) in kJ/mol: 307.91
SMILES: CON(N)C(N)=O
Orbital gap in Ha: 0.377
E in eV: -10750.8846

CARTESIAN COORDINATES (ANGSTROEM)
C -0.763 -0.772 -1.755
O 0.092 0.403 -1.442
N 0.411 0.476 -0.096
N 1.605 -0.106 0.314
C -0.589 0.766 0.826
N -0.197 0.566 2.115
O -1.691 1.127 0.489
H -1.697 -0.638 -1.208
H -0.960 -0.749 -2.823
H -0.187 -1.667 -1.508
H 2.374 0.314 -0.202
H 1.617 -1.115 0.151
H -0.797 0.940 2.829
H 0.782 0.454 2.310

So what do the calculations give for max |F|? Going down the list: 0.50; 1.28; 4.94; 5.51; 5.00; 0.74; 6.48; 4.93; 1.24; 4.86; 5.08; 1.48 eV/A.